Model P:
This record from the OMol25 dataset describes 2 unconnected molecules or ions with the total composition C4H12O3. The level of theory is the ωB97M-V functional and the def2-TZVPD basis.

Results
Net charge: +1
Kohn-Sham gap (spin up / spin down) in eV: 10.82 / 4.98
Highest occupied orbital energy (spin up / spin down) in eV: -14.49 / -14.48
Spin multiplicity: 2

Cartesian coordinates (Å):
O (-0.68867, -2.70123, -0.46082)
O (1.98508, -0.55566, -1.90967)
O (0.99544, 1.48701, 1.52715)
C (-0.29239, -0.43293, 0.35790)
C (-1.06630, 0.88697, 0.44042)
C (-0.01809, 1.98192, 0.64312)
C (-1.05156, -1.39798, -0.65718)
H (-1.70519, 0.78633, 1.31608)
H (-0.41311, 2.92914, 1.00217)
H (0.53504, 2.18382, -0.27726)
H (-2.13337, -1.35119, -0.70923)
H (0.73643, -0.41273, 0.06223)
H (1.05048, 2.02162, 2.32522)
H (0.24896, -2.73405, -0.18123)
H (1.82596, -0.26822, -0.99655)
H (-0.47184, -1.16465, -1.60504)
H (-1.65844, 1.11055, -0.44091)
H (2.44329, -1.39256, -1.74046)
H (-0.32173, -0.97617, 1.30408)

---

Model Q:
This record from the OMol25 dataset describes 3 unconnected molecules or ions with the total composition C4H12O3. The level of theory is the ωB97M-V functional and the def2-TZVPD basis.

Results
Net charge: +1
Kohn-Sham gap (spin up / spin down) in eV: 8.35 / 4.60
Highest occupied orbital energy (spin up / spin down) in eV: -14.72 / -14.69
Spin multiplicity: 2

Cartesian coordinates (Å):
O (-1.41449, -1.55422, -0.59295)
O (0.99114, 0.51671, 2.56982)
O (-0.47724, -1.84399, 1.95972)
C (1.11410, -0.27675, -0.83563)
C (-0.31377, 1.70392, -1.52255)
C (-0.18909, 0.49125, -0.54476)
C (-1.40827, -0.34866, -0.69481)
H (-2.30379, 0.17915, -1.04345)
H (-0.88428, -2.70572, 2.02283)
H (0.01113, 1.33065, -2.48996)
H (1.99264, 0.35853, -0.90341)
H (0.38968, 2.51648, -1.32074)
H (1.22935, -1.12736, -0.16494)
H (1.92261, 0.39331, 2.73991)
H (0.66733, -0.38651, 2.44951)
H (-0.91957, -1.46688, 1.19487)
H (-1.32579, 2.10585, -1.49207)
H (1.03301, -0.77019, -1.81930)
H (-0.11470, 0.88444, 0.48792)

---

Relative energy table, unit kcal/mol: model P 10.3; model Q 0.0

---

Model P:
This record from the OMol25 dataset describes C4H4N2OS in the gas phase. The level of theory is the ωB97M-V functional and the def2-TZVPD basis.

Results
SMILES string: O=C(S)n1cccn1
Kohn-Sham gap in eV: 10.35
Highest occupied orbital energy in eV: -9.96

Cartesian coordinates (Å):
S (-1.81514, 1.78256, 0.97947)
O (-0.61122, 0.03758, 2.54535)
N (-0.06919, -0.09448, 0.32459)
N (0.69820, -1.18888, 0.53916)
C (1.30869, -1.41241, -0.63294)
C (0.00459, 0.36758, -1.01213)
C (0.90869, -0.47220, -1.62971)
C (-0.75640, 0.45138, 1.43933)
H (-2.26041, 1.96080, 2.24448)
H (1.16782, -0.44060, -2.68963)
H (2.00097, -2.22420, -0.75398)
H (-0.57660, 1.23288, -1.35398)

---

Model Q:
This record from the OMol25 dataset describes C4H4N2OS in the gas phase. The level of theory is the ωB97M-V functional and the def2-TZVPD basis.

Results
SMILES string: N#CC1=NOC[C@@H]1S
Kohn-Sham gap in eV: 9.68
Highest occupied orbital energy in eV: -9.95

Cartesian coordinates (Å):
S (1.52204, 0.25526, -1.43709)
O (-0.07636, 0.79615, 1.64624)
N (-2.45085, -0.29243, -2.18136)
N (-1.16262, 0.92173, 0.87614)
C (0.81563, -0.23934, 1.25939)
C (0.40228, -0.50419, -0.23501)
C (-0.90243, 0.25028, -0.23287)
C (-1.82137, 0.04202, -1.27206)
H (1.86989, -0.00016, 1.34916)
H (0.97509, 1.53041, -1.20101)
H (0.24657, -1.60248, -0.47573)
H (0.58213, -1.15725, 1.90421)

---

Relative energy table, unit kcal/mol: model P 0.0; model Q 50.5

---

Model P:
This record from the OMol25 dataset describes C4H4N2OS in the gas phase. The level of theory is the ωB97M-V functional and the def2-TZVPD basis.

Results
SMILES string: CC(=O)S/N=C\C#N
Kohn-Sham gap in eV: 9.01
Highest occupied orbital energy in eV: -9.61

Cartesian coordinates (Å):
S (0.23259, -1.57704, -0.50394)
O (0.41165, 0.28730, 1.42281)
N (-1.19225, -1.80023, 0.33881)
N (-2.32856, 1.48817, -0.56735)
C (2.04435, 0.61953, -0.38011)
C (-2.02426, -0.88704, 0.36713)
C (0.89863, -0.10892, 0.40004)
C (-2.03253, 0.38536, -0.28209)
H (3.03001, 0.49288, 0.34342)
H (1.69089, 1.81569, -0.49910)
H (2.33921, 0.28415, -1.54273)
H (-3.06975, -0.99985, 0.90311)

---

Model Q:
This record from the OMol25 dataset describes C4H4N2OS in the gas phase. The level of theory is the ωB97M-V functional and the def2-TZVPD basis.

Results
SMILES string: [H]/N=C(/C#C)N(S)C=O
Kohn-Sham gap in eV: 10.36
Highest occupied orbital energy in eV: -10.05

Cartesian coordinates (Å):
S (2.44976, -0.09098, 0.09281)
O (-0.63108, 2.03218, -0.56894)
N (0.79491, 0.27967, -0.08195)
N (0.14994, -1.95452, -0.69045)
C (-0.14990, -0.79015, -0.29845)
C (0.44172, 1.63703, -0.20961)
C (-2.65745, -0.32874, 0.40116)
C (-1.52266, -0.49403, 0.07134)
H (1.25503, 2.29440, 0.06727)
H (2.42438, -0.34746, 1.42049)
H (-3.67715, -0.16990, 0.70322)
H (1.12252, -2.06748, -0.90689)

---

Model R:
This record from the OMol25 dataset describes C4H4N2OS in the gas phase. The level of theory is the ωB97M-V functional and the def2-TZVPD basis.

Results
SMILES string: OC1=C/C(=C/S)N=N1
Kohn-Sham gap in eV: 8.02
Highest occupied orbital energy in eV: -8.67

Cartesian coordinates (Å):
S (1.20205, 3.13188, 0.29645)
O (-1.54069, -2.54440, -0.30126)
N (-1.66582, -0.08892, -0.55603)
N (-0.98628, 0.90798, -0.29603)
C (0.33109, -0.98488, -0.04326)
C (1.18918, 1.41640, 0.33536)
C (0.34034, 0.41156, 0.00262)
C (-0.94700, -1.28390, -0.26670)
H (1.08628, -1.70874, 0.35950)
H (-0.99268, -3.25253, -0.32854)
H (-0.19659, 3.04600, 0.18530)
H (2.18013, 0.94956, 0.61260)

---

Relative energy table, unit kcal/mol: model P 3.7; model Q 0.0; model R 5.0

---

Model P:
This record from the OMol25 dataset describes C4H5NO2S in the gas phase. The level of theory is the ωB97M-V functional and the def2-TZVPD basis.

Results
SMILES string: Nc1occ(S)c1O
Kohn-Sham gap in eV: 9.12
Highest occupied orbital energy in eV: -8.43

Cartesian coordinates (Å):
S (-2.49254, 0.05374, -0.07851)
O (0.21102, 1.97269, -0.01464)
O (1.15295, -1.45487, 0.01314)
N (2.79168, 0.32721, -0.00717)
C (-0.19995, -1.53649, 0.02556)
C (0.32850, 0.62720, 0.00615)
C (1.46565, -0.11324, 0.00418)
C (-0.77425, -0.29873, 0.01420)
H (-0.62697, -2.48915, 0.02045)
H (-2.58954, 0.74711, 1.09063)
H (3.31198, 0.05582, 0.80458)
H (1.10739, 2.32746, -0.04542)
H (3.30450, -0.00658, -0.85246)

---

Model Q:
This record from the OMol25 dataset describes C4H5NO2S in the gas phase. The level of theory is the ωB97M-V functional and the def2-TZVPD basis.

Results
SMILES string: C=C/C=C/N=S(=O)=O
Kohn-Sham gap (spin up / spin down) in eV: 7.66 / 7.66
Highest occupied orbital energy (spin up / spin down) in eV: -8.72 / -8.72

Cartesian coordinates (Å):
S (-3.96370, -0.15121, 0.09696)
O (-3.32537, -1.41208, 0.33003)
O (-5.29281, -0.09014, -0.39777)
N (-3.18703, 1.15239, -0.01397)
C (1.08552, -0.80424, -0.26999)
C (-1.02731, 0.21238, -0.11161)
C (0.36155, 0.22631, 0.18888)
C (-1.83183, 1.24825, 0.20017)
H (-1.22983, -0.83017, -0.44375)
H (0.75843, -1.47516, -1.02557)
H (2.01646, -1.03978, 0.06977)
H (0.85354, 0.81812, 0.87872)
H (-1.33361, 2.13927, 0.52030)

---

Model R:
This record from the OMol25 dataset describes C4H5NO2S in the gas phase. The level of theory is the ωB97M-V functional and the def2-TZVPD basis.

Results
SMILES string: O=S1(=O)CC2=N[C@@H]2C1
Kohn-Sham gap in eV: 10.31
Highest occupied orbital energy in eV: -9.82

Cartesian coordinates (Å):
S (0.73142, -0.01820, 1.07676)
O (1.98307, -0.76463, 1.05528)
O (0.35633, 0.65443, 2.24170)
N (-1.67219, 0.72375, -1.23878)
C (0.71572, 1.32085, -0.35284)
C (-0.58517, -1.21622, 0.48023)
C (-0.45849, 0.78101, -0.94331)
C (-0.99044, -0.59266, -0.94611)
H (-1.36260, -1.27394, 1.16532)
H (1.71640, 1.40165, -0.95788)
H (-0.86610, -1.17635, -1.83027)
H (-0.12301, -2.10247, 0.23066)
H (0.55506, 2.26277, 0.01924)

---

Model S:
This record from the OMol25 dataset describes a molecular structure, C4H5NO2S. The level of theory is the ωB97M-V functional and the def2-TZVPD basis.

Results
Kohn-Sham gap in eV: 8.42
Highest occupied orbital energy in eV: -9.06

Cartesian coordinates (Å):
S (-2.04549, -0.52397, -1.45667)
O (0.42768, 2.82302, -0.49255)
O (1.64748, -0.41900, 1.15272)
N (0.10900, 0.45964, -0.29405)
C (-0.72328, -0.64159, -0.46376)
C (-0.54693, -1.68796, 0.54755)
C (1.37679, 0.49142, 0.35280)
C (-0.16470, 1.81993, -0.86648)
H (-1.12610, -2.60290, 0.29769)
H (2.10018, 1.47518, 0.27958)
H (-1.06518, 1.71275, -1.54763)
H (-0.78969, -1.03228, 1.56079)
H (0.80024, -1.87423, 0.93001)

---

Relative energy table, unit kcal/mol: model P 0.0; model Q 69.8; model R 78.9; model S 46.9

---

Model P:
This record from the OMol25 dataset describes 2 unconnected molecules or ions with the total composition C2H8NO. The level of theory is the ωB97M-V functional and the def2-TZVPD basis.

Results
Net charge: +1
Kohn-Sham gap in eV: 10.50
Highest occupied orbital energy in eV: -14.46

Cartesian coordinates (Å):
O (0.12618, -0.43281, -1.01773)
N (1.62670, 1.78302, 0.07732)
C (-0.96638, -0.76255, -0.70933)
C (-1.23044, -1.72900, 0.32294)
H (-2.12970, -2.32799, 0.29263)
H (-1.54856, -0.98156, 1.09501)
H (2.27633, 2.33610, -0.38674)
H (-0.41712, -2.39404, 0.62681)
H (0.98243, 0.91889, -0.31451)
H (2.18116, 1.39210, 0.90423)
H (0.85827, 2.44041, 0.28881)
H (-1.75886, -0.24257, -1.17944)

---

Model Q:
This record from the OMol25 dataset describes 2 unconnected molecules or ions with the total composition C2H8NO. The level of theory is the ωB97M-V functional and the def2-TZVPD basis.

Results
Net charge: +1
Kohn-Sham gap in eV: 9.67
Highest occupied orbital energy in eV: -15.16

Cartesian coordinates (Å):
O (1.40264, -0.04294, -2.42629)
N (-0.42156, -0.33647, 1.11431)
C (0.27243, 0.57614, 1.65449)
C (-1.24865, -0.31962, -0.10563)
H (0.98365, 0.29869, 2.42003)
H (1.83909, -0.26660, -1.60316)
H (-1.43730, 0.70808, -0.40605)
H (-2.04811, -1.03203, 0.07804)
H (-0.65148, -0.80291, -0.86712)
H (0.34020, 1.55912, 1.21773)
H (-0.49049, -1.22871, 1.58912)
H (1.45957, 0.88725, -2.66548)

---

Model R:
This record from the OMol25 dataset describes 2 unconnected molecules or ions with the total composition C2H8NO. The level of theory is the ωB97M-V functional and the def2-TZVPD basis.

Results
Net charge: +1
Kohn-Sham gap in eV: 9.15
Highest occupied orbital energy in eV: -13.24

Cartesian coordinates (Å):
O (1.61294, -0.51283, -0.52742)
N (-0.87988, 1.84833, -0.01524)
C (0.97878, -1.39987, 0.29323)
C (-0.34283, -1.42192, 0.38494)
H (-0.36141, 0.96334, 0.02594)
H (-0.90966, -0.66249, -0.14718)
H (-0.56628, 2.34112, -0.85766)
H (-0.95181, -2.30887, 0.48926)
H (1.63215, -2.02062, 0.90182)
H (-0.63519, 2.49117, 0.73424)
H (-1.86200, 1.65498, -0.23670)
H (2.28520, -0.97234, -1.04523)

---

Relative energy table, unit kcal/mol: model P 0.0; model Q 3.9; model R 13.1